Here is a 8-piece molecular cluster, H16O8 overall from OMol25. Energies are from the ωB97M-V functional and the def2-TZVPD basis.

Calculated values
Electronic energy = -16639.681 eV
Charge = 0
E_LUMO = -0.2 eV
Energy above the lowest of the compared OMol25 structures with the same formula, charge and spin = 53.71 kcal per mole
SMILES string = O.O.O.O.O.O.O.O
Highest occupied orbital energy = -10.4733 eV

```
24
Properties=species:S:1:pos:R:3:mulliken_charge:R:1
O -4.2568 -0.7552 -0.4575 -0.6230
H -3.3283 -0.5070 -0.4280 0.3687
H -4.6949 -0.1285 0.1218 0.2945
O 0.0370 0.3279 0.3256 -0.6044
H 0.4117 0.0648 -0.5199 0.3046
H -0.8465 0.6453 0.1112 0.3555
O 0.8116 -1.4885 2.7055 -0.6262
H 0.6969 -1.0944 1.8345 0.3647
H -0.0801 -1.6220 3.0322 0.2902
O -0.2932 3.4605 1.4325 -0.6456
H 0.4228 3.0203 1.8963 0.3230
H -0.8161 2.7457 1.0629 0.3203
O 3.2831 -1.2182 -0.5096 -0.6723
H 3.1538 -0.2655 -0.5443 0.3247
H 3.7059 -1.3766 0.3396 0.3264
O 1.5056 -3.1876 -0.2825 -0.6225
H 0.8060 -3.0377 -0.9214 0.3013
H 1.9880 -2.3480 -0.2445 0.3376
O 1.9195 0.6683 -2.5568 -0.5962
H 2.0995 -0.0815 -3.1297 0.3221
H 1.7620 1.4006 -3.1573 0.2839
O -2.4322 1.4468 -0.1899 -0.7478
H -3.0332 2.0825 -0.5874 0.3000
H -2.8218 1.2479 0.6668 0.3205
```

***

Here is a 8-piece molecular cluster, H16O8 overall at a distorted geometry from OMol25. Energies are from the ωB97M-V functional and the def2-TZVPD basis.

Calculated values
Electronic energy = -16635.873 eV
Charge = 0
E_LUMO = 0.0 eV
Energy above the lowest of the compared OMol25 structures with the same formula, charge and spin = 141.55 kcal per mole
SMILES string = O.O.O.O.O.O.O.O
Highest occupied orbital energy = -9.3412 eV

```
24
Properties=species:S:1:pos:R:3:mulliken_charge:R:1
O 1.6680 1.4450 0.3724 -0.6071
H 2.2718 0.7867 0.2873 0.2754
H 0.7720 1.0579 0.4849 0.3278
O 0.0647 -2.6057 0.6975 -0.5356
H -0.0947 -2.2350 1.6193 0.2180
H 0.8570 -3.0267 0.8711 0.3285
O -1.3354 -0.7868 2.9776 -0.6178
H -1.8663 -1.2126 2.2934 0.3275
H -0.6361 -1.2631 3.3002 0.2864
O 1.1625 -1.6701 -0.4532 -0.5308
H 1.3760 -0.8481 -0.9106 0.2352
H 1.0576 -2.3590 -1.0663 0.2989
O -2.2576 3.5857 0.6482 -0.6302
H -3.2042 3.6220 0.5513 0.3224
H -1.9009 4.2650 0.0157 0.3123
O 5.4157 1.0009 -0.8184 -0.6261
H 5.8922 1.8209 -0.6952 0.3180
H 5.0058 0.7557 -0.0042 0.3119
O -2.2242 -2.6794 -1.9681 -0.5953
H -3.0923 -2.6682 -1.4612 0.3282
H -1.7880 -2.0730 -1.4611 0.2576
O -2.8102 1.5902 -1.8384 -0.6220
H -2.2514 2.4324 -2.0216 0.3232
H -2.0821 1.0650 -1.4206 0.2937
```

***

Here is a 8-piece molecular cluster, H16O8 overall at a distorted geometry from OMol25. Energies are from the ωB97M-V functional and the def2-TZVPD basis.

Calculated values
Electronic energy = -16637.285 eV
Charge = 0
E_LUMO = 0.2 eV
Energy above the lowest of the compared OMol25 structures with the same formula, charge and spin = 108.98 kcal per mole
SMILES string = O.O.O.O.O.O.O.O
Highest occupied orbital energy = -8.8873 eV

```
24
Properties=species:S:1:pos:R:3:mulliken_charge:R:1
O 1.1051 -0.6695 -0.4365 -0.4640
H 1.7763 -0.1229 -0.0127 0.2461
H 1.4425 -1.5678 -0.3456 0.2153
O -0.1724 -0.0900 2.0900 -0.5894
H -0.2941 -1.0101 2.3500 0.2964
H 0.7169 0.1239 2.3939 0.2644
O -2.2895 -1.9250 1.5707 -0.5856
H -2.2851 -1.9015 0.6072 0.3344
H -3.2034 -2.1323 1.7960 0.2609
O 1.7395 3.5401 1.4230 -0.6115
H 1.6318 3.2274 2.3283 0.3048
H 2.4816 3.0267 1.0843 0.3037
O -2.4726 0.6795 -1.5660 -0.4345
H -2.2781 0.7570 -2.5068 0.2775
H -3.2987 1.1638 -1.4567 0.1970
O 3.5946 -2.4062 -0.9401 -0.5925
H 4.5516 -2.4542 -1.0443 0.2963
H 3.4200 -2.9142 -0.1399 0.3186
O -0.1115 1.7631 -1.8050 -0.5533
H -0.5159 0.9160 -2.0237 0.2590
H 0.3537 2.0159 -2.6105 0.2918
O -1.6671 -0.6521 -0.2575 -0.6885
H -0.9431 -0.1120 0.0788 0.3327
H -1.3639 -0.9353 -1.1275 0.3204
```

***

Here is H16O8 as an isolated structure at a distorted geometry from OMol25. Energies are from the ωB97M-V functional and the def2-TZVPD basis.

Calculated values
Electronic energy = -16628.455 eV
Charge = 0
E_LUMO = -0.6 eV
Energy above the lowest of the compared OMol25 structures with the same formula, charge and spin = 312.60 kcal per mole
Highest occupied orbital energy = -9.5731 eV

```
24
Properties=species:S:1:pos:R:3:mulliken_charge:R:1
O -1.3853 1.3804 1.4501 -0.7058
H -2.2383 1.2303 1.0426 0.3292
H -0.9825 0.5130 1.4902 0.2808
O 0.9698 -1.0198 -2.5324 -0.7391
H 0.9046 -0.4585 -1.7597 0.5303
H 0.2492 -1.6427 -2.4380 0.2550
O 1.6581 -0.9517 1.9092 -0.6350
H 0.9254 -0.4378 1.5697 0.3467
H 1.7988 -0.6138 2.7937 0.2752
O -0.0376 1.4008 -1.8764 -0.7461
H -0.5746 1.9142 -1.2729 0.2852
H 0.0419 0.5439 -1.4574 0.6405
O 1.7433 0.8020 -0.0206 -0.6982
H 2.0603 1.2359 -0.8127 0.5164
H 1.1808 1.4521 0.4004 0.3505
O 0.2145 -0.2961 -0.6801 -1.4287
H 1.0067 0.1795 -0.4303 0.7758
H -0.1566 -0.5967 0.1495 -0.0625
O -0.4127 -0.7689 1.1916 -0.4531
H -0.5773 -1.6701 0.9141 0.4230
H -0.9587 -0.6538 1.9694 0.4162
O -2.1946 -0.4933 -0.5978 -0.5954
H -1.6439 -1.2762 -0.5864 0.3039
H -1.5912 0.2272 -0.4160 0.3354
```

***

Here is H16O8 as an isolated structure at a distorted geometry from OMol25. Energies are from the ωB97M-V functional and the def2-TZVPD basis.

Calculated values
Electronic energy = -16631.246 eV
Charge = 0
E_LUMO = -0.3 eV
Energy above the lowest of the compared OMol25 structures with the same formula, charge and spin = 248.25 kcal per mole
Highest occupied orbital energy = -9.2259 eV

```
24
Properties=species:S:1:pos:R:3:mulliken_charge:R:1
O 0.5681 -2.1907 1.8717 -0.6171
H 0.1337 -2.3914 1.0427 0.3147
H -0.1002 -1.7431 2.3907 0.3198
O -1.3377 -1.2746 0.7929 -0.5854
H -1.5290 -2.2108 0.8484 0.2372
H -2.1851 -0.8484 0.9213 0.4263
O 0.8493 2.2258 -0.7452 -0.7615
H 0.3855 1.8519 -1.4944 0.2831
H 1.5777 1.6246 -0.5895 0.4205
O -2.1860 0.5032 2.0113 -0.7610
H -1.4493 0.7106 1.4364 0.4815
H -1.8213 -0.0970 2.6617 0.2601
O 1.4764 0.2961 -2.7356 -0.7072
H 1.9579 -0.5312 -2.7311 0.3419
H 0.6976 0.1234 -2.2065 0.3980
O -0.0275 0.1661 0.2480 -0.8857
H -0.3745 -0.6806 0.5291 0.3895
H 0.6427 -0.0523 -0.3995 0.2910
O -1.6470 1.3401 -0.4697 -0.7060
H -0.9294 1.1145 0.1223 0.4384
H -1.4702 0.8363 -1.2641 0.3468
O 1.8739 0.3483 -0.6950 -0.6520
H 2.5935 0.0745 -0.1263 0.2199
H 2.3011 0.8049 -1.4197 0.5073
```

***

Here is H16O8 as an isolated structure at a distorted geometry from OMol25. Energies are from the ωB97M-V functional and the def2-TZVPD basis.

Calculated values
Expectation value of S² = 1.778
Electronic energy = -16621.669 eV
Multiplicity = 2
Charge = +1
E_LUMO (spin up / spin down) = -9.6 / -9.8 eV
Energy above the lowest of the compared OMol25 structures with the same formula, charge and spin = 192.28 kcal per mole
Highest occupied orbital energy (spin up / spin down) = -14.4156 / -14.6744 eV

```
24
Properties=species:S:1:pos:R:3:mulliken_charge:R:1
O -2.6897 0.0083 -0.9243 -0.6650
H -3.5538 0.0281 -1.3646 0.3092
H -1.5652 1.5852 1.2303 0.3286
O 2.6368 -1.2850 0.4713 -0.6243
H 3.4096 -1.9169 0.0616 0.3593
H 1.0730 -1.6856 0.5289 0.3716
O -2.2176 -0.6468 1.5367 -0.2693
H 0.9349 0.3591 1.9283 -0.1527
H -1.4790 -1.2962 1.5228 0.4196
O -0.5593 -0.9926 -2.0108 -0.6460
H -1.4711 -0.6471 -1.7695 0.4034
H 0.0043 -0.2353 -1.9388 0.4658
O 0.0527 -1.9215 0.4915 -0.5625
H -2.5445 -0.3966 0.5222 0.5089
H -0.1334 -1.6456 -0.4207 0.5041
O -1.4859 1.8896 0.3411 -0.6471
H -2.0774 1.2230 -0.2128 0.4721
H 0.3875 0.3522 2.4446 0.1507
O 0.6466 1.4249 -1.3781 -0.7663
H -0.0029 1.8679 -0.7414 0.4186
H 1.6000 1.4223 -0.9210 0.4054
O 2.7030 1.0896 0.1123 -0.5062
H 3.5917 1.5408 0.1473 0.3351
H 2.7395 -0.1222 0.3430 0.3873
```

***

Here is a 8-piece molecular cluster, H17O8 overall at a distorted geometry from OMol25. Energies are from the ωB97M-V functional and the def2-TZVPD basis.

Calculated values
Electronic energy = -16645.818 eV
Charge = +1
E_LUMO = -3.6 eV
Energy above the lowest of the compared OMol25 structures with the same formula, charge and spin = 118.44 kcal per mole
Highest occupied orbital energy = -13.2228 eV

```
25
Properties=species:S:1:pos:R:3:mulliken_charge:R:1
O 0.4911 0.4872 0.3153 -0.3815
H -0.0219 -0.0938 -0.4227 0.6317
H 1.3641 0.7852 0.0673 0.4334
H 0.4991 0.0422 1.1523 0.4803
O 0.4011 -2.5748 -0.6927 -0.6360
H 0.9001 -2.7278 -1.4577 0.2816
H 0.3301 -3.4578 -0.1297 0.2985
O 2.8821 1.8332 0.6583 -0.6869
H 3.0541 1.0932 1.2833 0.3167
H 3.4511 2.6742 0.5583 0.3178
O 0.1051 0.2392 -2.1467 -0.7544
H 1.0431 0.3242 -2.7697 0.3849
H -0.2409 -0.5088 -2.5927 0.3058
O -1.1799 -1.1038 0.7193 -0.7039
H -1.5779 -1.5028 1.6063 0.3423
H -0.6649 -1.7218 0.5083 0.3224
O -3.3569 0.1222 -0.3237 -0.5360
H -2.9059 -0.3858 0.1603 0.2704
H -4.1389 0.6152 -0.0867 0.3123
O 1.1021 -0.2828 2.9183 -0.6350
H 1.2721 -1.1788 3.1553 0.3106
H 0.5061 -0.0868 3.6443 0.3083
O -1.2979 2.6962 -2.3747 -0.6256
H -0.8709 3.0462 -1.6457 0.2863
H -1.1449 1.6682 -2.1037 0.3559
```

***

Here is a 9-piece molecular cluster, H17O9 overall at a distorted geometry from OMol25. Energies are from the ωB97M-V functional and the def2-TZVPD basis.

Calculated values
Electronic energy = -18704.693 eV
Charge = -1
E_LUMO = 3.2 eV
Energy above the lowest of the compared OMol25 structures with the same formula, charge and spin = 42.25 kcal per mole
Highest occupied orbital energy = -6.0523 eV

```
26
Properties=species:S:1:pos:R:3:mulliken_charge:R:1
O -1.1329 -0.4445 -1.1243 -0.6733
H 2.0641 0.3026 2.9834 0.3309
H 0.8581 -2.4574 -1.6220 0.2806
O -1.7645 1.7069 0.3771 -0.6201
H -1.2076 2.3548 -0.0822 0.2738
O 2.3874 1.0787 0.9459 -0.6921
H 2.1573 1.6115 0.1689 0.2289
H 2.0867 0.2646 0.3814 0.4477
O 1.3208 -0.6979 -0.5751 -1.0448
H -2.2603 2.4617 1.9699 0.3682
H -2.5637 -0.4427 0.8811 0.3238
O 0.8572 -2.6586 -2.5637 -0.6231
H -0.2426 -0.4981 -0.6230 0.4915
H 1.2037 -1.6237 -0.3578 0.1329
O -2.0045 2.1589 2.8662 -0.6540
H -3.7254 -1.2002 0.2427 0.2990
H -1.0765 1.9321 2.7730 0.3170
O 1.3853 0.1572 3.6520 -0.6523
H 0.6075 -0.2580 3.2871 0.3042
H -1.6281 1.0422 -0.3464 0.2903
O 1.8982 0.3366 -3.4744 -0.6623
H 1.7201 0.3495 -2.5190 0.3716
H 1.9033 -0.6170 -3.5699 0.2805
O -3.0784 -1.2544 0.9468 -0.6269
H 1.7507 -2.5498 -2.8827 0.2853
H -1.5161 -1.0551 -1.7349 0.2230
```

***

Here is a 9-piece molecular cluster, H17O9 overall at a distorted geometry from OMol25. Energies are from the ωB97M-V functional and the def2-TZVPD basis.

Calculated values
Electronic energy = -18703.108 eV
Charge = -1
E_LUMO = 3.1 eV
Energy above the lowest of the compared OMol25 structures with the same formula, charge and spin = 78.79 kcal per mole
Highest occupied orbital energy = -5.2718 eV

```
26
Properties=species:S:1:pos:R:3:mulliken_charge:R:1
O -0.2716 3.1591 -0.0091 -0.6775
H 3.7681 0.8421 1.2999 0.2110
H 1.8876 -0.6908 2.2569 0.0963
O -3.8790 1.0736 0.0151 -0.6660
H -3.1751 1.7528 -0.0804 0.3395
O -1.3547 0.2434 1.4033 -0.6225
H -1.7047 -0.2587 0.7860 0.1625
H -0.3619 0.1505 1.4959 0.3771
O -1.5560 -0.8581 -1.0009 -0.6732
H 0.6509 1.6553 -1.5662 0.3129
H -1.6697 -1.3177 -0.0953 0.4507
O 1.3616 -0.3000 1.6030 -0.9862
H -0.1652 2.8161 0.9580 0.3375
H -0.6026 -0.8532 -1.1038 0.2925
O 1.5689 1.9930 -1.7430 -0.7420
H 2.7940 -2.0459 -0.5701 0.2943
H 1.9545 1.5830 -0.8911 0.3877
O 3.2325 0.7170 0.5559 -0.7492
H 2.3344 0.4157 0.8021 0.5012
H -3.6091 0.5257 -0.7765 0.2954
O -1.2935 -3.5429 -0.6005 -0.6140
H -1.2380 -2.8682 -1.2391 0.3776
H -2.0977 -3.4841 -0.2108 0.2702
O 1.7277 -1.9555 -0.7968 -0.6814
H 1.1872 -1.4662 -0.1189 0.3714
H 0.5113 2.7139 -0.3736 0.3343
```